Entry 1:
Formula: C24H36BrGeN3O10SeV
Source: the Open Molecules 2025 dataset
Level of theory: wB97M-V/def2-TZVPD

Each line ends with the Löwdin charge.
CARTESIAN COORDINATES (ANGSTROEM)
V1 0.9196 0.2749 -0.2302  1.011
C1 -0.2129 2.2793 -3.4914  -0.007
C2 -0.9265 1.0218 -3.0312  -0.606
C3 -0.3518 -0.2285 -3.6675  -0.010
C4 -2.4178 1.1406 -3.3078  -0.054
O1 -0.7283 0.9203 -1.5700  -0.311
Ge1 -1.9083 1.3137 -0.2784  1.018
O2 -0.4483 1.4292 0.8479  -0.374
C5 -0.0934 2.7654 1.3787  -0.634
C6 0.0821 3.7289 0.2107  -0.026
C7 -1.2260 3.2125 2.2903  -0.040
C8 1.1944 2.6193 2.1695  -0.016
O3 -2.7472 -0.0633 0.4171  -0.255
C9 -3.9773 -0.7336 0.0613  -0.657
C10 -4.5362 -1.2647 1.3735  -0.024
C11 -4.9613 0.2407 -0.5703  -0.040
C12 -3.6257 -1.8835 -0.8726  -0.003
H1 -0.3088 2.3729 -4.5744  0.103
H2 0.8480 2.2618 -3.2550  0.051
H3 -0.6585 3.1640 -3.0290  0.093
H4 -0.5197 -0.1711 -4.7447  0.102
H5 -0.8382 -1.1252 -3.2808  0.089
H6 0.7204 -0.3013 -3.4897  0.066
H7 -2.5816 1.2697 -4.3775  0.103
H8 -2.8435 2.0182 -2.8076  0.075
H9 -2.9534 0.2433 -2.9975  0.063
H10 -0.8733 3.9031 -0.2988  0.076
H11 0.8082 3.3410 -0.5045  0.075
H12 0.4373 4.6948 0.5706  0.105
H13 -2.1876 3.1977 1.7665  0.072
H14 -1.0462 4.2384 2.6132  0.100
H15 -1.3004 2.5782 3.1705  0.052
H16 2.0273 2.3181 1.5359  0.081
H17 1.0536 1.9037 2.9811  0.071
H18 1.4418 3.5855 2.6108  0.104
H19 -4.7051 -0.4447 2.0717  0.091
H20 -3.8367 -1.9686 1.8267  0.073
H21 -5.4818 -1.7793 1.1979  0.094
H22 -5.1734 1.0613 0.1176  0.092
H23 -5.8985 -0.2679 -0.7972  0.097
H24 -4.5729 0.6533 -1.5034  0.060
H25 -2.8838 -2.5309 -0.4030  0.083
H26 -3.2121 -1.5247 -1.8143  0.073
H27 -4.5149 -2.4770 -1.0917  0.098
Br1 -1.2650 -0.3411 3.5684  0.853
C13 -0.9473 -1.8612 2.4800  -0.711
C14 -1.3356 -3.0896 2.9960  -0.107
C15 -1.0922 -4.2161 2.2332  -0.030
C16 -0.4784 -4.0653 1.0016  0.017
C17 -0.1375 -2.7915 0.5850  -0.171
N1 -0.3623 -1.6876 1.3100  0.098
C18 0.5274 -2.6211 -0.7679  -0.536
O4 0.7422 -3.5849 -1.4601  0.117
O5 0.7687 -1.3857 -1.0839  -0.132
H28 -1.8043 -3.1457 3.9672  0.102
H29 -1.3730 -5.1943 2.6007  0.117
H30 -0.2539 -4.8972 0.3502  0.127
N2 6.1426 -0.9661 -0.7205  0.202
C19 5.9433 -1.5966 0.4466  -0.502
O6 6.7084 -2.4036 0.9498  0.047
C20 4.6576 -1.2547 1.1589  -0.080
C21 4.5854 -1.4319 2.5317  0.028
C22 3.4082 -1.1166 3.1905  -0.019
C23 2.3428 -0.6381 2.4543  -0.118
N3 2.3988 -0.4770 1.1288  -0.001
C24 3.5357 -0.7954 0.4940  -0.038
H31 7.0036 -1.1685 -1.2001  0.121
H32 5.5875 -0.1630 -1.0269  0.053
H33 5.4523 -1.8183 3.0514  0.128
H34 3.3098 -1.2344 4.2604  0.112
H35 1.4075 -0.3768 2.9303  0.051
H36 3.5397 -0.6953 -0.5834  0.104
O7 4.7070 1.4364 -1.3630  -0.461
Se1 3.2867 1.6300 -2.1216  0.835
O8 2.8747 0.3743 -3.0492  -0.442
O9 2.1155 1.4936 -0.8144  -0.540
O10 3.0229 3.0959 -2.7209  -0.440

Force components x, y, z for each atom (eV/Å):
-0.28 -0.53 0.62
0.01 0.00 -0.01
-0.01 0.13 -0.01
0.03 0.00 -0.02
0.03 -0.03 0.02
-0.16 -0.22 -0.20
0.12 0.22 -0.01
0.09 0.00 0.13
-0.05 0.24 -0.04
0.02 -0.07 -0.02
-0.01 0.01 -0.04
-0.09 -0.03 0.06
0.05 -0.01 0.05
0.04 -0.02 0.01
0.01 0.00 0.02
0.02 0.01 -0.01
-0.03 0.00 0.01
-0.01 0.01 0.01
-0.02 -0.01 0.00
0.00 0.00 0.00
0.01 -0.02 0.00
-0.01 0.01 -0.01
-0.01 0.02 0.01
0.01 0.00 0.00
-0.01 0.00 -0.01
-0.02 -0.03 0.02
0.01 0.00 -0.01
-0.03 0.06 0.00
-0.02 0.00 0.04
0.00 0.02 0.00
0.00 -0.01 0.00
-0.02 -0.05 0.01
0.01 -0.02 -0.03
0.05 0.00 -0.03
0.01 0.00 -0.01
-0.01 0.00 0.01
0.00 0.01 -0.01
0.00 -0.01 0.01
-0.01 0.00 0.00
-0.01 0.01 0.00
0.00 -0.01 0.00
-0.02 0.00 0.01
0.02 0.03 -0.03
0.01 0.00 -0.01
-0.04 0.05 0.02
0.04 -0.02 -0.05
-0.02 0.04 0.03
0.02 -0.02 -0.02
-0.04 -0.03 0.01
0.04 -0.03 -0.02
-0.02 -0.01 -0.02
-0.12 0.10 0.09
0.04 -0.04 -0.01
0.19 0.07 -0.27
0.00 0.01 0.00
0.00 0.00 -0.01
0.01 0.01 0.00
-0.01 -0.01 -0.02
-0.03 0.00 0.02
0.00 0.02 -0.02
0.03 -0.02 0.04
0.00 0.00 -0.03
0.00 0.01 0.00
-0.05 0.04 0.02
0.08 -0.02 -0.14
0.00 0.00 0.01
0.00 0.01 -0.01
0.03 0.03 0.01
0.00 0.00 0.00
0.00 0.00 0.00
0.03 0.01 -0.01
-0.03 0.00 -0.01
-0.06 -0.02 0.00
0.21 0.00 -0.08
0.04 0.05 0.02
-0.06 0.12 -0.14
-0.01 -0.05 0.04

Kohn-Sham gap (alpha / beta): 8.553 / 6.241 eV
2S+1: 4
relative energy (zero: lowest compared OMol25 entry of this formula, charge and spin): 1.139 eV



Entry 2:
Formula: C28H79N11O16
Source: the Open Molecules 2025 dataset
Level of theory: wB97M-V/def2-TZVPD

Each line ends with the Löwdin charge.
CARTESIAN COORDINATES (ANGSTROEM)
C1 1.5210 3.5618 -1.1031  -0.739
O1 1.0533 4.4413 -0.4136  0.033
N1 0.8945 2.8607 -2.0195  0.207
N2 2.7834 3.1570 -1.0254  0.189
H1 -0.1033 2.9616 -2.1391  0.061
H2 1.4920 2.3134 -2.6224  0.108
H3 3.0494 2.3080 -1.5034  0.073
H4 3.3560 3.5443 -0.2890  0.059
C2 -2.2599 5.1964 1.5847  -0.793
O2 -2.6686 5.2999 2.6943  0.057
N3 -2.7702 5.7775 0.5151  0.179
N4 -1.1427 4.5263 1.3922  0.165
H5 -2.2806 5.7741 -0.3684  0.098
H6 -3.5671 6.3827 0.6522  0.122
H7 -0.6391 4.4460 0.5203  0.040
H8 -0.7340 4.0326 2.1728  0.093
C3 3.4698 -0.6761 -2.0356  -0.784
O3 3.1977 0.2046 -1.2280  0.004
N5 3.6313 -1.9123 -1.7734  0.213
N6 3.4654 -0.4830 -3.3073  0.173
H9 3.5176 -2.2481 -0.8277  0.088
H10 3.7348 -2.5695 -2.5334  0.130
H11 3.8601 -1.1362 -3.9688  0.123
H12 3.0066 0.2946 -3.7601  0.119
C4 -4.0846 0.8933 1.2640  -0.790
O4 -5.1159 1.1644 1.8683  0.027
N7 -4.0634 0.4204 0.0592  0.174
N8 -2.8764 1.0382 1.6900  0.188
H13 -4.9607 0.2643 -0.3772  0.131
H14 -3.1574 0.3368 -0.3793  0.070
H15 -2.7273 1.5871 2.5247  0.127
H16 -2.0980 0.5790 1.2390  0.061
C5 0.0065 -2.1820 -3.9008  -0.079
O5 -0.9920 -1.3535 -3.2712  -0.194
C6 -0.7697 0.0216 -3.5189  -0.205
C7 -1.9487 0.8040 -2.8828  -0.156
N9 -1.7078 2.2542 -2.9926  -0.070
C8 -2.2517 2.9929 -1.8590  -0.201
C9 -3.7884 3.0978 -1.9889  -0.233
O6 -4.2395 3.9420 -3.0310  -0.190
C10 -5.6155 3.6418 -3.3749  -0.080
H17 0.9300 -2.1071 -3.3267  0.064
H18 0.3128 -1.7959 -4.8731  0.079
H19 -0.2930 -3.2092 -4.1085  0.094
H20 -0.6781 0.1660 -4.5954  0.121
H21 0.1811 0.3114 -3.0716  0.089
H22 -1.9316 0.5795 -1.8163  0.085
H23 -2.9749 0.4992 -3.0878  0.126
H24 -2.1938 2.5852 -3.8138  0.120
H25 -1.8948 4.0223 -1.8915  0.107
H26 -2.0077 2.6332 -0.8594  0.108
H27 -4.2664 3.3752 -1.0494  0.125
H28 -4.1933 2.1320 -2.2911  0.092
H29 -5.7057 2.6998 -3.9157  0.078
H30 -6.0364 4.2455 -4.1790  0.089
H31 -6.1888 3.5343 -2.4541  0.094
C11 6.4470 7.4930 -1.3056  -0.069
O7 5.9831 6.4324 -0.4150  -0.213
C12 4.5346 6.1787 -0.2618  -0.133
C13 4.2083 5.4160 1.0428  -0.084
N10 4.7738 4.0565 0.9910  0.157
C14 4.6111 3.2304 2.1848  -0.092
C15 3.2611 3.2413 2.8930  -0.160
O8 3.0891 4.4566 3.6957  -0.211
C16 1.8823 4.5554 4.4399  -0.071
H32 6.4130 7.3569 -2.3866  0.088
H33 7.5111 7.5549 -1.0775  0.089
H34 6.0538 8.4841 -1.0795  0.088
H35 4.0724 5.8123 -1.1784  0.128
H36 4.1658 7.1909 -0.0956  0.130
H37 3.1458 5.2610 1.2301  0.131
H38 4.7583 5.8432 1.8813  0.173
H39 5.7600 4.2627 0.9197  0.158
H40 5.4209 3.5116 2.8581  0.166
H41 4.8285 2.1967 1.9159  0.138
H42 3.3066 2.5003 3.6911  0.129
H43 2.3736 2.8730 2.3785  0.125
H44 1.5966 3.6799 5.0231  0.095
H45 1.1334 4.7327 3.6681  0.081
H46 1.8547 5.4314 5.0880  0.101
C17 0.8147 -4.8681 0.4355  -0.105
O9 -0.1613 -5.9196 0.6316  -0.213
C18 0.1555 -6.6101 1.8825  -0.192
C19 -0.9644 -7.6483 2.1147  -0.189
N11 -2.2753 -6.9739 2.1055  -0.056
C20 -3.2480 -7.8721 1.5689  -0.225
C21 -4.7000 -7.3497 1.5198  -0.192
O10 -4.9770 -6.8447 0.1924  -0.225
C22 -6.3823 -6.4976 -0.0251  -0.084
H47 1.8380 -5.1674 0.6624  0.080
H48 0.6635 -3.9742 1.0406  0.077
H49 0.7781 -4.4586 -0.5740  0.079
H50 0.2016 -5.8669 2.6785  0.119
H51 1.1102 -7.1361 1.8718  0.118
H52 -0.8664 -8.3465 2.9460  0.126
H53 -0.8487 -8.1008 1.1299  0.112
H54 -2.0526 -6.2597 1.4269  0.066
H55 -3.1936 -8.8147 2.1136  0.122
H56 -3.0854 -8.0545 0.5066  0.117
H57 -4.8751 -6.5777 2.2691  0.119
H58 -5.3035 -8.2194 1.7793  0.113
H59 -6.7244 -5.7815 0.7220  0.084
H60 -7.0396 -7.3662 -0.0670  0.084
H61 -6.5308 -5.9711 -0.9679  0.079
C23 0.6228 0.4109 1.3037  -0.255
C24 0.4302 -0.6217 0.1665  -0.162
O11 -1.0075 -1.0336 0.2151  -0.092
O12 -0.0529 1.5525 0.9586  -0.050
H62 1.7028 0.3890 1.4492  0.088
H63 0.2177 -0.0955 2.1798  0.132
H64 1.0661 -1.5043 0.2354  0.100
H65 0.6322 -0.1798 -0.8092  0.089
H66 -1.1304 -1.7069 -0.4580  0.054
H67 0.3542 2.0561 0.2499  0.056
C25 5.4684 -1.2766 2.5212  -0.238
C26 4.0638 -1.4555 1.8208  -0.261
O13 4.0207 -2.6180 1.0858  -0.065
O14 5.5015 -2.1076 3.6248  -0.044
H68 5.6606 -0.2356 2.7807  0.099
H69 6.3045 -1.5659 1.8846  0.128
H70 3.7609 -0.6210 1.1884  0.084
H71 3.2758 -1.4950 2.5728  0.119
H72 4.2687 -3.2276 1.7847  0.100
H73 5.0414 -1.6672 4.3431  0.099
C27 -2.5945 -4.8588 -0.9228  -0.204
C28 -3.7492 -4.1070 -0.2616  -0.210
O15 -3.5692 -2.6680 -0.3873  -0.074
O16 -2.7499 -4.5899 -2.3306  -0.062
H74 -2.6180 -5.9088 -0.6312  0.106
H75 -1.6861 -4.3956 -0.5377  0.091
H76 -3.7590 -4.4266 0.7805  0.113
H77 -4.6792 -4.4570 -0.7097  0.103
H78 -4.3154 -2.2151 0.0123  0.067
H79 -2.5358 -3.6740 -2.5227  0.060

Force components x, y, z for each atom (eV/Å):
0.47 0.13 -0.15
-0.62 1.10 1.07
-1.17 -0.61 -0.95
2.63 0.09 0.65
0.13 -0.32 -0.88
-0.95 -0.10 -0.12
0.42 -0.25 0.61
-0.26 -0.42 -0.56
1.10 0.04 0.30
-2.22 0.53 3.04
-1.40 1.18 -2.22
2.97 -2.04 -0.99
-0.30 0.12 0.25
0.25 -0.15 -0.16
-0.13 0.17 0.10
-0.40 0.21 -0.17
-1.46 1.98 1.44
-0.08 1.15 1.05
0.92 -4.79 2.10
0.23 1.95 -6.15
0.42 -0.19 0.03
-0.12 -0.05 0.55
-0.18 0.02 0.29
0.35 0.08 0.51
-3.01 0.74 1.77
-0.15 0.22 0.21
-0.91 -1.72 -4.09
4.01 1.16 2.85
0.49 -0.08 -0.30
-0.71 -0.40 -0.43
0.06 -0.30 -0.14
-0.09 0.24 0.21
0.26 1.00 -0.09
0.31 -1.13 -0.58
-1.26 -0.46 0.08
1.07 0.24 1.00
0.06 -0.76 0.21
-2.05 1.21 -0.75
-0.61 -0.68 0.11
-0.27 0.70 -0.87
0.82 -0.83 -0.15
0.11 -0.46 0.41
-0.37 0.35 -0.34
-0.40 0.12 0.71
-0.17 0.29 -0.23
0.11 0.35 0.27
0.57 -0.12 0.17
0.17 -0.27 -1.08
0.09 0.32 -0.21
0.29 0.22 -0.11
0.17 -0.58 -0.16
0.07 0.10 0.24
0.20 -0.59 0.58
0.51 -0.82 0.39
0.30 1.16 0.80
-0.39 0.50 -0.20
0.59 -0.06 0.80
-0.99 -0.96 -0.21
1.32 2.47 0.12
-0.43 -1.12 -2.35
1.11 1.96 3.04
-1.61 -0.99 -0.38
-0.29 0.63 2.73
1.30 -0.37 -1.06
-1.03 0.11 -1.21
-0.67 -0.72 0.06
-0.03 -0.09 0.10
-0.52 -0.17 0.27
0.04 -0.51 0.20
-0.73 -0.05 0.00
-0.09 0.81 0.03
-0.09 0.34 0.35
0.94 -0.82 -1.45
0.15 0.30 0.18
0.10 -0.17 -0.19
0.60 -0.69 -0.14
-0.08 0.75 -0.92
0.39 -0.26 -0.02
-0.66 -0.09 0.31
0.66 -0.08 -0.11
-0.36 0.11 -0.06
1.89 0.29 0.95
-0.91 0.17 0.76
0.21 1.28 -1.40
1.39 0.31 0.61
-1.40 0.34 -0.83
0.31 -0.16 -0.07
-1.20 -0.08 0.26
0.91 0.10 0.29
0.03 -0.49 -0.18
-0.56 -0.11 0.63
-0.18 -0.63 -0.29
-0.05 0.19 0.14
0.18 0.08 -0.45
0.35 0.16 -0.11
-0.24 -1.36 0.03
-0.81 0.56 -0.09
-0.12 0.01 0.00
0.48 -0.59 -0.28
-0.01 0.16 0.06
-0.59 0.08 -0.30
-0.03 -0.19 0.40
0.16 -0.21 0.33
0.68 -0.18 -0.21
0.54 -3.28 -1.71
-1.93 -0.36 0.14
1.95 0.74 0.13
-0.44 1.47 1.02
0.36 1.11 0.08
-0.46 0.63 0.24
0.09 -0.09 0.40
0.05 0.29 -0.01
-0.37 -0.15 -0.17
0.27 -0.30 -0.15
-1.25 0.53 -1.22
0.73 2.18 0.53
0.11 -1.05 -0.20
0.30 -0.67 1.04
-0.18 0.31 0.16
-0.28 -0.15 -0.35
0.44 0.11 -0.36
0.07 0.10 0.61
0.02 -1.17 -0.39
-0.06 -0.19 0.20
-1.10 2.60 -0.31
0.20 -0.28 0.60
0.35 -1.23 -0.30
0.63 -1.38 -0.11
-0.11 0.03 -0.77
0.29 -0.21 -0.09
-0.14 0.33 0.37
-0.01 0.27 -0.13
-0.02 -0.01 0.12
-0.04 0.18 0.38

Kohn-Sham gap (alpha / beta): 7.562 / 2.365 eV
2S+1: 2
net charge: +1



Per-record largest force on an atom, eV Å⁻¹: 0.861 6.454
Per-record energy, Ha: -9849.2616 -2919.9115